(1)
Molecular formula: C4H7NO2
Method: DFT, ωB97M-V/def2-TZVPD

Geometry as XYZ:
```
14
Properties=species:S:1:pos:R:3:mulliken_charge:R:1
C -1.3809 -1.0099 0.1123 -1.05
C -0.3560 -0.4654 -0.8580 0.10
C -0.0005 1.4297 0.0337 -0.61
N 0.9642 1.2008 0.9042 -0.47
C 1.9361 -0.5263 0.3930 0.30
O 2.6865 -1.2627 0.8525 -0.30
O 0.7676 -1.0389 -0.9347 -0.46
H -1.0119 -0.9181 1.1404 0.33
H -1.5381 -2.0739 -0.0927 0.33
H -2.3386 -0.4872 0.0285 0.33
H -0.7059 0.0603 -1.7546 0.46
H -1.0209 1.3886 0.4073 0.39
H 0.1701 2.0441 -0.8538 0.35
H 1.8283 1.6587 0.6219 0.30
```

Net charge ... 0
2S+1 ... 1

=====

(2)
Molecular formula: C4H7NO2
Method: DFT, ωB97M-V/def2-TZVPD

Geometry as XYZ:
```
14
Properties=species:S:1:pos:R:3:mulliken_charge:R:1
H 0.0570 -1.1890 2.2927 0.24
N 0.3410 -0.2999 1.8854 -0.68
C 0.5736 -0.4541 0.6567 0.68
C 0.4895 -1.7160 -0.1686 -0.98
O 0.9985 0.6167 -0.0968 -0.39
C 0.0894 1.7062 -0.2228 -0.37
C -1.1718 1.1220 -0.8518 0.05
O -2.1302 0.7548 -0.2193 -0.45
H 1.4369 -2.2644 -0.1291 0.32
H -0.3151 -2.3558 0.2019 0.37
H 0.2890 -1.4687 -1.2141 0.27
H -0.1264 2.2018 0.7318 0.33
H 0.5786 2.3973 -0.9192 0.26
H -1.1100 0.9490 -1.9469 0.36
```

Net charge ... 0
SMILES string ... [H]/N=C(\C)OCC=O
2S+1 ... 1

=====

(3)
Molecular formula: C4H7NO2
Method: DFT, ωB97M-V/def2-TZVPD

Geometry as XYZ:
```
14
Properties=species:S:1:pos:R:3:mulliken_charge:R:1
C 1.0089 1.1670 -0.7761 -1.09
C 0.3291 -0.1778 -0.7730 -0.41
C -0.7514 -0.4531 -0.0118 0.44
N -1.7840 -1.2986 -0.3415 -0.49
O -0.7813 0.0577 1.2636 -0.35
C 0.5295 -0.1611 1.7292 0.11
O 1.2328 0.7063 2.1432 -0.45
H 0.5664 1.8492 -0.0453 0.33
H 2.0891 1.1476 -0.5975 0.31
H 0.8437 1.5990 -1.7713 0.33
H 0.5521 -0.8601 -1.5830 0.36
H -2.0473 -1.2884 -1.3148 0.24
H -2.5506 -1.3907 0.3076 0.25
H 0.7762 -1.2315 1.7029 0.42
```

Net charge ... 0
SMILES string ... C/C=C(/N)OC=O
2S+1 ... 1

=====

| no. | E_tot (eV) | LUMO level (eV) | Kohn-Sham gap (eV) |
| --- | --- | --- | --- |
| 1 | -9842.879 | 0.29 | 9.814 |
| 2 | -9845.313 | 0.72 | 10.530 |
| 3 | -9845.412 | 0.90 | 9.152 |